DFT (ωB97M-V with the def2-TZVPD basis set) results for a 9-piece molecular cluster, C5H28N2O9 overall.

Values from the calculation:
Orbital gap = 9.68 eV
Spin multiplicity = 1
M = 260.28 g mol⁻¹
SMILES = CC[C@@H](N)C(=O)NC.O.O.O.O.O.O.O.O
Energy above the lowest of the compared OMol25 structures with the same formula, charge and spin = 3.921 eV

Cartesian coordinates (Å):
C  3.193  2.932  0.952
C  1.714  2.802  1.074
C  1.111  2.226  -0.170
N  1.765  1.018  -0.627
C  -0.424  1.858  -0.173
O  -0.852  0.857  0.353
N  -1.315  2.780  -0.719
C  -0.886  3.862  -1.532
H  3.446  3.828  0.362
H  3.830  2.143  0.509
H  3.542  3.002  2.000
H  1.395  2.328  2.009
H  1.317  3.820  1.164
H  1.342  3.023  -0.896
H  1.413  0.784  -1.550
H  1.576  0.173  -0.104
H  -2.310  2.704  -0.625
H  -0.462  3.694  -2.520
H  -0.177  4.594  -1.025
H  -1.613  4.639  -1.774
O  1.228  -4.155  -0.939
H  0.287  -4.181  -1.180
H  1.413  -3.220  -0.729
O  1.143  -0.272  3.551
H  0.540  -0.765  4.093
H  1.079  0.606  3.165
O  -1.870  -0.756  2.349
H  -1.670  0.114  2.702
H  -1.298  -0.917  1.598
O  1.825  -1.973  0.599
H  1.864  -2.176  1.548
H  2.767  -1.819  0.430
O  -1.320  -3.017  -1.275
H  -2.249  -3.209  -1.092
H  -1.182  -2.166  -0.837
O  -0.303  -3.961  1.503
H  0.329  -3.837  0.761
H  -0.016  -3.254  2.090
O  -3.369  -0.498  -1.668
H  -2.910  -0.021  -2.358
H  -4.287  -0.718  -1.829
O  -0.941  -0.790  -3.399
H  -1.314  -0.265  -2.674
H  -1.360  -1.650  -3.245

Atomic forces in eV per Å
1.94 0.25 0.73
-1.25 0.15 0.41
-1.16 -0.94 -1.40
0.74 -0.41 -0.91
-0.72 2.13 0.57
0.35 -0.50 0.05
1.12 -0.08 -0.32
1.40 3.40 -0.08
0.01 -0.12 0.50
-1.08 -0.09 0.13
0.34 0.56 -0.61
0.12 -0.40 -0.19
-0.07 -0.07 0.14
-0.37 -0.59 -0.21
0.24 0.14 -0.12
-0.29 0.23 0.69
-0.09 -0.80 0.28
0.22 -0.90 0.03
-0.28 -1.27 -0.21
-1.06 -0.67 0.31
-0.09 0.16 -0.01
0.32 0.20 -0.11
-0.16 -0.59 -0.20
2.44 -0.77 -0.85
-1.14 1.05 0.01
-1.27 -0.41 0.75
-0.47 -0.68 0.69
0.20 0.04 -0.43
0.13 0.51 -0.05
0.82 0.35 0.63
-0.40 0.14 -0.18
-0.16 0.07 -0.33
-0.39 0.27 -0.22
0.15 -0.06 0.07
0.03 -0.13 0.00
0.70 0.57 -0.26
-0.45 -0.70 0.22
-0.43 -0.07 0.36
0.61 -0.36 1.28
-1.14 0.03 -0.56
0.04 0.38 -0.72
-0.44 0.28 0.32
0.73 -0.21 -0.23
0.27 -0.08 0.02